DFT (wB97M-V/def2-TZVPD) results for a molecular structure, C30H39CoN6O5P2 at a distorted geometry.

Geometry (Å):
Co: -0.19882 -1.08994 -0.06094
O: -1.80165 -1.25381 0.86839
C: -2.42047 -2.38903 1.01366
C: -3.27964 -2.57192 2.11842
C: -3.99627 -3.73511 2.27175
C: -3.90638 -4.77300 1.33844
C: -3.08102 -4.61845 0.24978
C: -2.32570 -3.45121 0.06665
C: -1.49042 -3.33947 -1.10068
N: -0.66005 -2.38291 -1.29219
N: 0.08187 -2.35687 -2.45926
C: 1.06536 -1.50290 -2.31567
O: 1.27757 -0.80993 -1.25058
C: 1.99804 -1.30988 -3.45456
C: 1.70225 -1.81243 -4.71951
C: 2.56446 -1.57632 -5.77789
C: 3.72856 -0.84475 -5.58025
C: 4.03191 -0.35492 -4.31828
C: 3.16829 -0.58347 -3.25840
H: -3.34979 -1.76740 2.83917
H: -4.64151 -3.85016 3.13478
H: -4.47616 -5.68183 1.47413
H: -2.99936 -5.40799 -0.48862
H: -1.55293 -4.09245 -1.88220
H: 0.79302 -2.38163 -4.85617
H: 2.33051 -1.96587 -6.76017
H: 4.39915 -0.65920 -6.40954
H: 4.94489 0.20465 -4.15978
H: 3.38397 -0.20892 -2.26643
C: 1.12798 2.52890 -2.90742
N: -0.28477 2.17378 -2.86645
C: -0.70830 1.36553 -4.01069
P: -1.07813 1.82960 -1.47071
O: -1.25430 0.41510 -1.09097
O: -0.20105 2.64202 -0.38328
P: 0.46861 2.02734 0.98526
O: 0.66042 0.57548 0.87983
N: 1.86732 2.86882 1.11682
C: 3.12695 2.12894 1.15604
C: 1.98916 4.24340 0.66043
N: -0.52467 2.45210 2.21647
C: -0.56191 3.79238 2.76922
C: -1.77659 1.70513 2.34034
N: -2.54358 2.54930 -1.57878
C: -3.72772 1.94591 -0.98403
C: -2.65812 3.96255 -1.89010
H: 1.32018 3.07145 -3.83523
H: 1.76929 1.64321 -2.88304
H: 1.37817 3.17726 -2.07177
H: -0.57876 1.94416 -4.92671
H: -1.76054 1.10081 -3.91330
H: -0.12413 0.44244 -4.08034
H: 2.93370 1.07859 1.35726
H: 3.76855 2.53647 1.93981
H: 3.64545 2.21158 0.19581
H: 1.01061 4.70318 0.53686
H: 2.51338 4.29012 -0.29991
H: 2.55640 4.82973 1.38741
H: 0.44579 4.19371 2.85900
H: -0.99282 3.74308 3.76999
H: -1.17350 4.47772 2.16869
H: -1.69531 0.72819 1.86354
H: -2.61023 2.25577 1.88930
H: -1.99233 1.55025 3.39884
H: -3.51437 0.91844 -0.69875
H: -4.54591 1.95691 -1.70806
H: -4.04679 2.50454 -0.09819
H: -1.76292 4.30536 -2.40516
H: -2.79741 4.56142 -0.98325
H: -3.51533 4.12920 -2.54639
C: 0.62073 -2.15504 1.22930
C: 0.92300 -2.42624 2.37163
C: 1.30886 -2.77082 3.70447
C: 2.64892 -2.74424 4.09955
C: 3.00351 -3.04591 5.40422
C: 2.02970 -3.37902 6.33598
C: 0.69607 -3.41400 5.95178
C: 0.33655 -3.11467 4.64881
H: 3.40390 -2.48531 3.36901
H: 4.04596 -3.02108 5.69620
H: 2.30891 -3.61251 7.35536
H: -0.06783 -3.67984 6.67167
H: -0.70044 -3.14406 4.33955

Its HOMO-LUMO gap is 7.569 eV.

---

DFT (wB97M-V/def2-TZVPD) results for a molecular structure, C30H39CsN9OSSe3 at a distorted geometry.

Geometry (Å):
Cs: 0.35954 -0.40609 -0.43552
N: 3.58768 -4.40568 -1.25800
C: 2.54535 -3.47789 -1.40600
S: 1.35773 -3.52580 -0.15519
N: 2.65417 -2.76839 -2.48775
N: 1.82518 -1.65744 -2.63436
C: 1.65076 -1.32410 -3.85830
C: 0.97877 -0.15966 -4.45850
C: 0.92868 -0.18248 -5.85894
C: 0.35851 0.82257 -6.61813
C: -0.18456 1.92259 -5.95213
C: -0.15419 1.99917 -4.57718
C: 0.41459 0.97392 -3.76215
O: 0.42208 1.05782 -2.49208
H: 3.31386 -5.22992 -0.74822
H: 4.07022 -4.58369 -2.12734
H: 2.07830 -1.99504 -4.61366
H: 1.36431 -1.03901 -6.36547
H: 0.34268 0.75898 -7.69855
H: -0.63523 2.73166 -6.51830
H: -0.57449 2.85566 -4.06196
C: 4.85542 -0.21238 0.00826
N: 3.78234 0.75629 -0.08279
C: 3.49686 1.07013 -1.47679
C: 4.04182 1.94764 0.69182
C: 2.85106 2.90854 0.71905
N: 1.60590 2.25247 1.06107
C: 0.44577 3.03668 0.68519
C: 1.55482 1.83140 2.44119
H: 5.80545 0.17153 -0.40688
H: 4.57966 -1.11227 -0.54321
H: 5.03020 -0.48682 1.05018
H: 4.34255 1.59631 -1.95697
H: 2.60042 1.68152 -1.54766
H: 3.30430 0.14926 -2.02246
H: 4.91421 2.51047 0.30351
H: 4.30086 1.64284 1.71086
H: 2.72823 3.36752 -0.26250
H: 3.08695 3.72868 1.42328
H: 0.41039 4.01647 1.19485
H: -0.46302 2.48870 0.94422
H: 0.44422 3.19249 -0.39483
H: 1.58750 2.68086 3.14880
H: 2.38402 1.16493 2.66951
H: 0.63143 1.27607 2.61070
Se: -8.30192 1.57709 1.33112
N: -6.93890 1.66048 2.48760
C: -5.87317 1.26259 1.84822
C: -4.54770 1.20018 2.45608
C: -4.34258 1.58472 3.77940
C: -3.07151 1.52534 4.29424
C: -2.04368 1.09077 3.46097
N: -2.21138 0.71785 2.20403
C: -3.45471 0.75838 1.69814
C: -3.66198 0.33221 0.28744
N: -2.60926 -0.13047 -0.38191
C: -2.72679 -0.46879 -1.65672
C: -3.93296 -0.37945 -2.34672
C: -5.04142 0.06402 -1.66342
C: -4.92064 0.42708 -0.32223
C: -6.05912 0.89148 0.45922
N: -7.27185 0.99441 -0.01075
H: -5.18417 1.91980 4.37095
H: -2.85818 1.80819 5.31573
H: -1.03365 1.03284 3.85042
H: -1.83032 -0.83046 -2.16531
H: -3.98287 -0.65432 -3.39098
H: -6.00794 0.14241 -2.14388
C: -2.02025 -3.50115 1.28918
Se: -2.44766 -2.86787 3.07343
C: -0.72469 -2.02223 3.44348
C: 0.41292 -3.00610 3.62445
Se: 2.02191 -2.13739 4.32771
C: 2.88351 -1.62098 2.66079
H: -1.29248 -4.30897 1.30620
H: -1.61767 -2.67353 0.70919
H: -2.94467 -3.84715 0.83178
H: -0.86458 -1.43827 4.35218
H: -0.53117 -1.32370 2.62903
H: 0.70262 -3.48692 2.68820
H: 0.13107 -3.77939 4.33772
H: 3.13616 -2.49357 2.06492
H: 3.78415 -1.08231 2.95249
H: 2.25224 -0.96330 2.06692

Its HOMO-LUMO gap is 4.642 eV. As for the charge: -1. The energy above the lowest of the compared OMol25 structures with the same formula, charge and spin is 57.3 kJ/mol.

---

DFT (wB97M-V/def2-TZVPD) results for a molecular structure, C30H39N8O5V.

Geometry (Å):
V: 0.94657 -0.62264 -0.38506
O: 2.09989 -4.34185 1.07631
C: 1.92697 -3.17658 0.72559
N: 1.11507 -2.64876 -0.19648
C: 0.42451 -3.37380 -1.19131
C: 0.12911 -4.73307 -1.13052
C: -0.58378 -5.33790 -2.15813
C: -0.99957 -4.59979 -3.24981
C: -0.70546 -3.24413 -3.33585
C: 0.01313 -2.61769 -2.31977
N: 0.34902 -1.23835 -2.27697
C: -0.07277 -0.32042 -3.14335
O: -0.80784 -0.42487 -4.13162
C: 0.42575 1.07391 -2.78218
C: 0.31582 2.09563 -3.71463
C: 0.84071 3.34169 -3.41386
C: 1.46323 3.53049 -2.18713
C: 1.51342 2.46731 -1.30364
N: 0.99164 1.26859 -1.57952
C: 2.75966 -2.08874 1.42000
C: 3.63008 -2.42912 2.44672
C: 4.41818 -1.44370 3.01529
C: 4.32681 -0.13966 2.54003
C: 3.44190 0.12440 1.51405
N: 2.67232 -0.82221 0.96994
H: 0.46956 -5.30010 -0.27746
H: -0.80825 -6.39500 -2.10057
H: -1.54916 -5.07586 -4.05147
H: -1.00606 -2.66739 -4.19542
H: -0.16177 1.87224 -4.65787
H: 0.78109 4.15127 -4.12983
H: 1.91695 4.47658 -1.92552
H: 1.96337 2.57364 -0.32255
H: 3.67054 -3.46321 2.75526
H: 5.11014 -1.68647 3.81111
H: 4.94521 0.64860 2.94522
H: 3.32214 1.11810 1.08631
C: -3.94557 0.22391 -3.25619
N: -3.53044 1.03035 -2.10821
C: -3.74963 2.45912 -2.20100
C: -2.89824 0.51738 -1.04913
O: -2.59811 1.17885 -0.05102
C: -2.59760 -0.98097 -1.07693
O: -1.56516 -1.29788 -0.17450
C: -1.92369 -1.44017 1.17205
C: -0.92019 -0.69797 2.03784
O: 0.04111 -0.10199 1.53136
N: -1.08382 -0.73935 3.36986
C: -2.26703 -1.31566 4.00056
C: -0.06658 -0.17274 4.24238
H: -4.71011 0.78000 -3.79383
H: -4.39166 -0.71524 -2.93250
H: -3.10364 0.02938 -3.92136
H: -4.81305 2.67515 -2.30988
H: -3.21988 2.85768 -3.06897
H: -3.37504 2.93390 -1.29940
H: -2.24159 -1.28657 -2.05825
H: -3.50571 -1.55730 -0.86211
H: -1.89520 -2.50159 1.45214
H: -2.92675 -1.05367 1.37243
H: -2.55277 -2.25286 3.53089
H: -3.11526 -0.62831 3.96974
H: -2.03345 -1.52963 5.04042
H: 0.87600 -0.10829 3.70472
H: 0.06591 -0.82416 5.10437
H: -0.35083 0.82149 4.60114
N: -0.93532 4.72277 2.78253
C: 0.17046 4.21543 3.67134
C: 1.26075 3.59045 2.79443
N: 0.74882 2.62088 1.86916
C: -0.35677 3.07356 1.06582
C: -1.49925 3.63385 1.89230
H: -0.56491 5.46554 2.18123
H: -1.67680 5.14227 3.34807
H: -0.28476 3.47356 4.32163
H: 0.52994 5.05252 4.26854
H: 2.00217 3.13273 3.45260
H: 1.76771 4.39542 2.24650
H: 0.65818 1.66498 2.19536
H: -0.74623 2.25340 0.46517
H: -0.01627 3.85123 0.36560
H: -1.94024 2.88479 2.55306
H: -2.27975 4.08087 1.27865

Its HOMO-LUMO gap (spin up / spin down) is 5.163 / 5.611 eV. As for the charge: +1. The energy above the lowest of the compared OMol25 structures with the same formula, charge and spin is 22.0 kJ/mol. Its expectation value of S² is 3.76. The multiplicity is 4.

---

Number 1: calculated total energy -107129.2940 eV. Number 2: calculated total energy -254625.1322 eV. Number 3: calculated total energy -79586.2431 eV.